Here is a molecular structure, C7H10N2 in a non-equilibrium geometry from OMol25. Energies are from ωB97M-V with the def2-TZVPD basis set.

Results
- 2S+1: 1
- E_tot: -381.2855 a.u.
- Net charge: +2
- LUMO: -10.31 eV

The geometry in XYZ format:
```
19
C7H10N2, DFT ωB97M-V with the def2-TZVPD basis set
N -1.060 -0.211 0.033
N 0.279 -0.059 0.013
C -3.077 -0.593 -0.198
C 2.053 1.057 0.586
C -2.123 0.512 -0.036
C 1.429 -0.262 1.026
C 1.201 -1.246 -0.080
C -2.055 -1.358 -0.555
C 0.926 1.208 -0.440
H -2.149 1.681 -0.127
H 2.068 1.779 1.450
H 1.368 1.167 -1.436
H 2.963 0.841 0.183
H -1.437 -1.986 -1.134
H -4.160 -0.691 -0.012
H 0.606 -2.073 0.182
H 1.319 -0.523 2.151
H 0.121 2.104 -0.556
H 1.729 -1.346 -1.050
```

Here are the Löwdin charges for atoms 1 to 5, given in e: 0.036, -0.125, 0.090, -0.037, 0.117


Here is a single C7H10N2O molecule in a non-equilibrium geometry from OMol25. Energies are from ωB97M-V with the def2-TZVPD basis set.

Results
- 2S+1: 1
- E_tot: -457.4247 a.u.
- SMILES: [H]/N=C(/O)[C@@H]1[C@@H]2C=CC[C@H]1N2
- LUMO: 0.80 eV

The geometry in XYZ format:
```
20
C7H10N2O, DFT ωB97M-V with the def2-TZVPD basis set
O -1.488 -0.804 -1.683
N 1.934 -0.560 0.831
N -1.259 1.378 -1.538
C 0.617 -0.121 -0.785
C 1.288 0.701 0.346
C -0.585 -0.026 1.811
C -0.706 0.231 -1.384
C 0.290 1.142 1.422
C -0.369 -1.213 1.234
C 0.764 -1.284 0.232
H 1.979 1.504 0.063
H 1.332 -0.258 -1.610
H -0.668 2.124 -1.180
H -1.382 0.125 2.541
H 2.749 -0.739 0.246
H -2.207 -0.327 -2.271
H 0.968 -2.294 -0.139
H -0.966 -2.098 1.458
H 0.847 1.512 2.297
H -0.326 1.985 1.074
```

Here are the Löwdin charges for atoms 1 to 5, given in e: 0.043, 0.040, 0.145, -0.151, -0.268


Here is a single C7H10N2O2 molecule in a non-equilibrium geometry from OMol25. Energies are from ωB97M-V with the def2-TZVPD basis set.

Results
- 2S+1: 1
- E_tot: -532.6547 a.u.
- SMILES: CCOC(=O)[C@H](C)/C=N/C#N
- LUMO: -0.23 eV

The geometry in XYZ format:
```
21
C7H10N2O2, DFT ωB97M-V with the def2-TZVPD basis set
O 0.604 0.132 0.573
O -1.184 1.358 1.230
N -3.616 -0.013 0.490
N -5.775 0.966 -0.098
C 1.585 1.156 0.570
C -0.585 -1.955 -0.237
C -2.690 -0.617 -0.186
C 1.802 1.720 -0.814
C -4.698 0.605 0.043
C -0.688 0.351 0.845
C -1.514 -1.009 0.623
H 2.771 2.408 -0.870
H 0.077 -2.420 0.368
H 2.476 0.655 0.941
H 1.227 1.984 1.309
H -1.170 -2.724 -0.856
H -0.043 -1.366 -0.949
H -1.803 -1.516 1.521
H 1.016 2.342 -1.081
H 1.979 0.948 -1.549
H -2.585 -0.854 -1.271
```

Here are the Löwdin charges for atoms 1 to 5, given in e: -0.049, 0.146, 0.108, 0.141, -0.219


Here is a single C7H10N2O2 molecule in a non-equilibrium geometry from OMol25. Energies are from ωB97M-V with the def2-TZVPD basis set.

Results
- 2S+1: 1
- E_tot: -532.6655 a.u.
- SMILES: CC1=C(C)C1(C(N)=O)C(N)=O
- LUMO: 0.70 eV

The geometry in XYZ format:
```
21
C7H10N2O2, DFT ωB97M-V with the def2-TZVPD basis set
O 1.132 -2.249 -0.040
O 1.952 1.663 0.623
N -0.034 2.362 -0.184
N 2.752 -0.676 0.050
C -1.113 -0.457 0.656
C -0.864 -0.346 -0.609
C 1.478 -1.077 0.015
C 0.896 1.389 0.166
C -1.420 -0.549 -1.965
C -1.573 -0.709 1.996
C 0.460 -0.007 -0.025
H -1.467 0.436 -2.342
H -0.621 2.157 -0.912
H 0.400 3.324 -0.221
H -0.881 -0.315 2.739
H 3.011 0.321 0.148
H -2.475 -0.801 -2.087
H -0.781 -1.163 -2.572
H -1.782 -1.694 2.252
H 3.516 -1.418 0.007
H -2.587 -0.192 2.305
```

Here are the Löwdin charges for atoms 1 to 5, given in e: 0.040, 0.068, 0.171, 0.159, 0.026


Here is a single C7H10N2O2S molecule in a non-equilibrium geometry from OMol25. Energies are from ωB97M-V with the def2-TZVPD basis set.

Results
- 2S+1: 1
- E_tot: -930.6037 a.u.
- LUMO (alpha / beta): -1.33 / -1.32 eV

The geometry in XYZ format:
```
22
C7H10N2O2S, DFT ωB97M-V with the def2-TZVPD basis set
S 2.944 1.284 -0.061
O 2.142 -2.325 -0.513
O 4.133 -1.430 -0.532
N 0.484 1.955 0.130
N 2.917 -1.386 -0.335
C -2.277 0.841 0.201
C -1.064 -0.796 -1.323
C 0.052 0.836 -0.049
C 1.694 2.437 0.211
C -1.034 -0.112 0.027
C -0.934 -1.006 1.279
C 2.293 -0.170 -0.150
H -0.247 -1.633 -1.229
H -0.369 -0.465 2.160
H -1.992 -1.392 1.650
H 1.957 3.424 0.510
H -1.959 1.371 1.171
H -0.842 -0.105 -2.219
H -1.988 -1.421 -1.506
H -2.355 1.585 -0.692
H -0.333 -1.815 0.963
H -3.221 0.323 0.310
```

Here are the Löwdin charges for atoms 1 to 5, given in e: 1.074, 0.033, 0.028, 0.027, -0.480


Here is 2 unconnected molecules or ions with the total composition C7H10N2O2S in a non-equilibrium geometry from OMol25. Energies are from ωB97M-V with the def2-TZVPD basis set.

Results
- 2S+1: 1
- E_tot: -930.8082 a.u.
- LUMO: -1.23 eV

The geometry in XYZ format:
```
22
C7H10N2O2S, DFT ωB97M-V with the def2-TZVPD basis set
S 0.423 -2.000 0.182
O 2.158 0.361 0.407
O -2.747 0.090 -0.602
N 0.603 -1.334 -2.472
N 0.292 1.159 -0.448
C 1.437 2.465 1.201
C -0.385 -0.704 -1.982
C -2.213 -0.972 1.406
C -1.882 -0.501 0.014
C 1.344 -1.947 -1.473
C -0.580 -0.724 -0.536
C 1.312 1.228 0.391
H 2.001 3.284 0.842
H -1.980 -2.077 1.581
H 1.661 -3.078 -1.633
H 0.407 2.801 1.336
H 2.199 -1.265 -1.261
H -0.989 0.045 -2.440
H -0.280 1.951 -0.306
H -1.441 -0.359 2.070
H -3.236 -0.669 1.639
H 1.897 2.246 2.087
```

Here are the Löwdin charges for atoms 1 to 5, given in e: 1.026, -0.004, 0.102, 0.043, 0.168


Which formula does entry 6 have?
C7H10N2O2S